No. 1
Below is a cluster of 2 separate species, C5H14N2O in total, with properties calculated with wB97M-V/def2-TZVPD.

Structure (ORCA input):
```
! RIJCOSX wB97M-V def2-TZVPD def2/J DEFGRID3
* xyz 0 1
C 1.52 -0.92 -1.98
C 1.02 0.51 -1.81
C -0.49 0.57 -1.52
C -0.94 0.01 -0.20
N -0.42 0.78 0.96
C 0.88 0.55 1.43
N 1.80 1.39 1.64
H 1.24 -1.57 -1.14
H 1.06 -1.39 -2.86
H 2.60 -1.01 -2.15
H 1.28 0.97 -2.76
H 1.55 1.01 -1.01
H -1.01 0.03 -2.33
H -0.84 1.59 -1.74
H -2.02 -0.02 -0.11
H -0.60 -1.01 -0.06
H -0.53 1.78 0.94
H 1.04 -0.41 1.91
H 1.72 2.29 1.15
H -2.19 -1.56 2.00
H -2.62 -3.02 2.02
O -2.79 -2.18 1.58
*
```

Output
LUMO, eV: 0.80
E, hartree: -383.6323
Energy relative to the best compared isomer or geometry (same formula, charge and spin), eV: 1.8618
Structure (SMILES): [H]/N=C\NCCCC.O
Kohn-Sham gap, eV: 10.132

***

No. 2
Below is a structure of composition C5H14N2O, with properties calculated with wB97M-V/def2-TZVPD.

Structure (ORCA input):
```
! RIJCOSX wB97M-V def2-TZVPD def2/J DEFGRID3
* xyz 0 1
C -1.83 -0.77 -1.06
C -0.30 1.83 0.25
C -0.20 0.36 0.58
N -2.66 -1.63 -0.32
N -0.60 -0.05 1.74
H -2.98 -2.45 -0.83
H -2.94 -1.24 0.58
H -0.47 -1.05 1.86
H -2.25 0.22 -1.19
H -1.50 -1.18 -2.01
H -1.35 2.13 0.27
H 0.23 2.42 0.99
H 0.11 2.05 -0.73
C 1.38 -0.33 -0.11
C 2.48 0.24 0.75
O 1.51 -0.08 -1.48
H 2.35 0.35 -1.70
H 1.30 -1.41 0.03
H -0.57 -0.61 -0.51
H 2.55 1.33 0.62
H 3.46 -0.18 0.47
H 2.29 0.04 1.80
*
```

Output
LUMO, eV: 0.83
E, hartree: -383.5190
Energy relative to the best compared isomer or geometry (same formula, charge and spin), eV: 4.9436
Kohn-Sham gap, eV: 8.525

***

No. 3
Below is the molecule C5H14N2O, with properties calculated with wB97M-V/def2-TZVPD.

Structure (ORCA input):
```
! RIJCOSX wB97M-V def2-TZVPD def2/J DEFGRID3
* xyz 0 1
C -0.02 -0.43 0.33
C 0.70 0.92 0.10
C 0.65 -1.60 -0.41
C -1.52 -0.39 0.00
C 0.12 -0.74 1.91
N 1.11 1.16 -1.36
N 0.00 1.35 -2.26
O -0.04 2.04 0.54
H -0.33 1.89 1.45
H 1.64 2.04 -1.32
H 1.65 0.92 0.66
H -0.80 1.78 -1.78
H -0.32 0.45 -2.64
H 0.49 -1.53 -1.49
H 1.74 -1.60 -0.24
H 0.25 -2.56 -0.08
H -2.03 -1.28 0.40
H -1.70 -0.40 -1.08
H -2.02 0.48 0.43
H -0.25 0.08 2.52
H 1.16 -0.95 2.18
H -0.47 -1.63 2.16
*
```

Output
LUMO, eV: 0.68
E, hartree: -383.6196
Energy relative to the best compared isomer or geometry (same formula, charge and spin), eV: 2.2062
Structure (SMILES): CC(C)(C)[C@H](O)NN
Kohn-Sham gap, eV: 10.054

***

No. 4
Below is a structure of composition C5H14N2O, with properties calculated with wB97M-V/def2-TZVPD.

Structure (ORCA input):
```
! RIJCOSX wB97M-V def2-TZVPD def2/J DEFGRID3
* xyz 0 1
C -1.82 1.30 -0.16
O -1.50 -0.04 -0.04
C -0.77 2.24 0.59
N 0.47 2.51 -0.13
H -1.87 1.55 -1.22
H -2.82 1.58 0.30
H -1.34 3.18 0.76
H -0.51 1.67 1.51
H 0.22 2.91 -1.03
H 1.04 3.26 0.28
C 1.84 -2.16 -0.95
C 1.34 -1.10 0.04
C -0.96 -1.72 0.39
N 0.27 -1.74 0.90
H 2.16 -3.00 -0.48
H 1.06 -2.47 -1.65
H 2.65 -1.79 -1.60
H 2.15 -0.70 0.67
H 0.92 -0.26 -0.45
H -1.81 -1.70 1.07
H -1.07 -1.86 -0.68
H 0.35 -1.65 1.91
*
```

Output
LUMO, eV: 0.97
E, hartree: -383.5338
Energy relative to the best compared isomer or geometry (same formula, charge and spin), eV: 4.5415
Kohn-Sham gap, eV: 8.812

***

No. 5
Below is a structure of composition C5H14N2O, with properties calculated with wB97M-V/def2-TZVPD.

Structure (ORCA input):
```
! RIJCOSX wB97M-V def2-TZVPD def2/J DEFGRID3
* xyz 1 2
C 0.11 1.87 0.23
C 1.12 1.05 -0.61
C 1.01 -0.44 -0.35
C 1.94 -1.14 0.41
C -1.06 -0.64 -1.70
N 0.06 -1.19 -0.93
N -0.30 0.82 1.42
H -0.65 2.36 -0.37
H 0.61 2.73 0.68
H 2.12 1.33 -0.29
H 1.15 1.22 -1.68
H 2.68 -0.51 0.90
H 1.86 -2.18 0.69
H -1.95 -0.42 -1.08
H -0.85 0.34 -2.13
H -1.32 -1.43 -2.40
H -0.40 -1.73 -0.16
H -0.92 1.42 1.97
H -0.68 0.77 0.47
H -2.27 -1.60 1.45
H -0.92 -0.89 1.82
O -1.34 -1.75 1.65
*
```

Output
LUMO (alpha / beta), eV: -3.47 / -6.82
E, hartree: -383.2516
Energy relative to the best compared isomer or geometry (same formula, charge and spin), eV: 3.3747
⟨S²⟩: 0.77
Kohn-Sham gap (alpha / beta), eV: 11.023 / 8.179

***

No. 6
Below is a structure of composition C5H14N2O7P2Pd, with properties calculated with wB97M-V/def2-TZVPD.

Structure (ORCA input):
```
! RIJCOSX wB97M-V def2-TZVPD def2/J DEFGRID3
* xyz 0 3
Pd 0.30 -1.31 -0.63
N 4.35 -1.95 -1.49
C 3.05 -2.07 -1.16
O 2.18 -1.56 -1.86
C 2.73 -2.89 0.07
C 1.47 -2.41 0.78
H 4.61 -1.42 -2.30
H 5.08 -2.32 -0.90
H 3.61 -2.92 0.73
H 2.58 -3.91 -0.31
H 1.68 -1.73 1.60
H 0.84 -3.22 1.13
N -1.83 2.38 -1.02
C -1.79 1.52 0.23
C -2.61 2.12 1.35
P -2.32 -0.15 -0.37
O -3.93 -0.13 -0.16
O -1.72 -1.24 0.47
O -2.01 -0.08 -1.83
P 0.02 1.45 0.68
O 0.29 3.07 0.56
O 0.22 1.00 2.07
O 0.71 0.84 -0.51
H -2.77 2.75 -1.18
H -1.62 1.69 -1.78
H -1.16 3.14 -0.95
H -3.66 2.20 1.06
H -2.23 3.11 1.63
H -2.54 1.47 2.22
H -4.18 -0.83 0.47
H 0.66 3.39 1.39
*
```

Output
LUMO (alpha / beta), eV: 0.44 / -0.33
E, hartree: -1645.8915
Energy relative to the best compared isomer or geometry (same formula, charge and spin), eV: 0.0000
⟨S²⟩: 2.00
Kohn-Sham gap (alpha / beta), eV: 7.563 / 8.894

***

No. 7
Below is the molecule C5H14N2OS, with properties calculated with wB97M-V/def2-TZVPD.

Structure (ORCA input):
```
! RIJCOSX wB97M-V def2-TZVPD def2/J DEFGRID3
* xyz 0 1
C -1.83 -0.85 0.85
C -1.11 1.55 1.03
C -1.27 0.35 -1.28
C 0.83 -1.83 -0.86
C -1.10 0.29 0.20
N 2.26 0.47 -0.61
N 3.28 1.15 -0.20
O 1.39 -0.73 1.52
S 1.05 -0.26 0.20
H -1.68 -1.73 0.26
H -1.38 -0.92 1.76
H -2.87 -0.80 1.04
H -0.11 1.88 1.03
H -1.45 1.23 2.05
H -1.71 2.37 0.62
H -0.26 0.38 -1.84
H -1.78 -0.55 -1.61
H -1.88 1.24 -1.45
H -0.20 -2.32 -0.90
H 1.10 -1.52 -1.90
H 1.56 -2.46 -0.33
H 3.39 2.25 -0.27
H 3.76 0.80 0.68
*
```

Output
LUMO (alpha / beta), eV: 0.59 / 0.58
E, hartree: -781.6446
Energy relative to the best compared isomer or geometry (same formula, charge and spin), eV: 2.5603
Structure (SMILES): CC(C)(C)[S@](C)(=O)=NN
Kohn-Sham gap (alpha / beta), eV: 7.638 / 7.634

***

No. 8
Below is a cluster of 2 separate species, C5H14N2S in total, with properties calculated with wB97M-V/def2-TZVPD.

Structure (ORCA input):
```
! RIJCOSX wB97M-V def2-TZVPD def2/J DEFGRID3
* xyz -1 2
C -0.46 1.07 0.35
N -1.57 0.08 0.50
C -2.54 0.11 -0.63
N -3.62 -0.87 -0.59
C 0.74 0.99 1.34
C 1.38 -0.47 1.44
C 1.60 -1.14 0.05
S 2.32 0.06 -1.17
H 0.01 1.01 -0.57
H -0.89 2.12 0.42
H -1.03 -0.79 0.36
H -2.17 0.10 -1.73
H -3.09 1.16 -0.63
H -4.29 -0.69 0.10
H -3.46 -1.83 -0.69
H 0.46 1.47 2.26
H 1.56 1.61 1.02
H 2.26 -0.36 2.04
H 0.79 -1.13 2.14
H 0.68 -1.57 -0.34
H 2.28 -1.89 0.29
H 1.73 2.04 -0.69
*
```

Output
LUMO (alpha / beta), eV: 3.74 / 3.73
E, hartree: -706.4880
Energy relative to the best compared isomer or geometry (same formula, charge and spin), eV: 2.1633
⟨S²⟩: 0.76
Kohn-Sham gap (alpha / beta), eV: 5.390 / 6.850

***

No. 9
Below is the molecule C5H14N2S, with properties calculated with wB97M-V/def2-TZVPD.

Structure (ORCA input):
```
! RIJCOSX wB97M-V def2-TZVPD def2/J DEFGRID3
* xyz 0 1
C 1.77 0.76 0.57
N 0.93 -0.13 -0.20
C -0.50 0.14 -0.41
C -1.20 0.44 0.92
S -2.90 1.08 0.72
C -1.04 -1.02 -1.25
N -2.44 -1.36 -1.03
C 3.22 0.47 0.28
H 1.54 1.79 0.30
H 1.59 0.69 1.66
H 1.10 -1.10 0.02
H -0.53 1.05 -1.01
H -1.16 -0.43 1.57
H -0.64 1.26 1.41
H -3.46 0.50 1.79
H -0.80 -0.81 -2.31
H -0.48 -1.92 -0.97
H -2.74 -2.01 -1.73
H -3.08 -0.59 -0.94
H 3.89 1.14 0.85
H 3.45 0.62 -0.76
H 3.48 -0.55 0.53
*
```

Output
LUMO, eV: 0.92
E, hartree: -706.5770
Energy relative to the best compared isomer or geometry (same formula, charge and spin), eV: 0.3566
Structure (SMILES): CCN[C@@H](CN)CS
Kohn-Sham gap, eV: 9.456

***

No. 10
Below is the molecule C5H14N2S, with properties calculated with wB97M-V/def2-TZVPD.

Structure (ORCA input):
```
! RIJCOSX wB97M-V def2-TZVPD def2/J DEFGRID3
* xyz 0 1
C -1.64 1.40 -0.65
N -0.82 0.85 0.46
C -0.10 -0.48 0.10
C 1.57 -0.22 0.24
C 1.96 1.13 -0.47
S 3.69 1.66 0.13
C -0.70 -1.67 0.79
N -2.14 -2.00 0.43
H -1.22 1.45 -1.69
H -1.54 2.52 -0.45
H -2.57 0.82 -0.75
H -1.37 0.74 1.27
H -0.32 -0.65 -0.99
H 2.14 -1.10 -0.23
H 1.76 -0.25 1.34
H 1.76 1.07 -1.56
H 1.20 1.80 0.00
H 4.47 0.99 -0.69
H -0.86 -1.48 1.94
H -0.16 -2.63 0.80
H -2.30 -2.68 -0.25
H -2.82 -1.27 0.20
*
```

Output
LUMO, eV: 0.98
E, hartree: -706.5159
Energy relative to the best compared isomer or geometry (same formula, charge and spin), eV: 2.0183
Structure (SMILES): CN[C@H](CN)CCS
Kohn-Sham gap, eV: 9.651